Entry 1:
The following is a DFT calculation (ωB97M-V/def2-TZVPD) of 2 unconnected molecules or ions with the total composition C12H23F3NO10P2S3.

Results
* gap between HOMO and LUMO: 7.12 eV
* net charge: -1
* spin multiplicity: 1

Each line ends with the Löwdin charge.
Element x y z (Å)
C 1.74 2.39 0.65  0.019
C 2.76 1.42 0.10  -0.465
O 3.39 1.65 -0.90  0.127
N 2.89 0.17 0.82  -0.156
C 4.28 -0.14 1.11  -0.076
C 2.22 -0.89 0.08  -0.195
C 1.91 -2.13 0.94  -0.164
C 0.48 -2.69 0.75  -0.185
C -0.39 -2.79 2.02  -0.167
C -1.62 -1.87 2.15  -0.319
C -2.84 -2.33 1.31  -0.136
C -3.47 -1.32 0.33  -0.321
P -4.88 -0.36 1.04  0.447
O -6.14 -0.81 0.42  -0.254
O -4.77 -0.56 2.61  -0.116
O -4.58 1.20 0.90  -0.111
C -2.45 -0.48 -0.45  -0.488
P -1.85 -1.41 -1.93  0.380
S -3.13 -1.33 -3.38  0.171
O -1.33 0.01 0.32  -0.246
S -1.23 -0.16 1.91  0.647
O -2.26 0.62 2.51  -0.250
O 0.14 0.08 2.22  -0.213
H 2.03 3.40 0.38  0.090
H 0.78 2.18 0.19  0.086
H 1.63 2.27 1.73  0.071
H 4.77 0.74 1.52  0.091
H 4.33 -0.93 1.86  0.078
H 4.84 -0.47 0.22  0.088
H 2.84 -1.18 -0.79  0.127
H 1.29 -0.49 -0.33  0.101
H 2.10 -1.88 1.99  0.105
H 2.61 -2.92 0.67  0.106
H -0.02 -2.11 -0.03  0.049
H 0.57 -3.70 0.35  0.110
H -0.79 -3.80 2.09  0.115
H 0.25 -2.64 2.89  0.114
H -1.90 -1.87 3.20  0.136
H -2.55 -3.23 0.76  0.114
H -3.62 -2.63 2.00  0.113
H -4.01 -1.90 -0.43  0.104
H -4.44 0.23 3.05  0.081
H -4.82 1.54 0.03  0.101
H -2.93 0.38 -0.91  0.106
H -0.56 -0.90 -2.16  0.006
H -1.64 -2.71 -1.44  -0.013
C 3.25 3.93 -3.74  -0.672
F 3.51 4.32 -2.48  0.094
F 4.34 4.22 -4.48  0.095
F 3.14 2.59 -3.73  0.096
S 1.72 4.72 -4.40  0.423
O 2.05 6.13 -4.33  -0.345
O 0.71 4.27 -3.47  -0.353
O 1.63 4.17 -5.74  -0.345

---

Entry 2:
The following is a DFT calculation (ωB97M-V/def2-TZVPD) of a molecular structure, C12H23GdN2O2P2.

Results
* relative energy (zero: lowest compared OMol25 entry of this formula, charge and spin): 78.7 kcal per mole
* gap between HOMO and LUMO (alpha / beta): 7.12 / 3.72 eV
* net charge: +2
* expectation value of S²: 16.072
* spin multiplicity: 8

Each line ends with the Löwdin charge.
Element x y z (Å)
Gd 0.90 -0.03 0.50  1.475
P -2.98 -0.26 -0.65  0.704
C -2.06 -0.09 -2.22  -0.169
C -0.82 0.78 -2.41  -0.228
N 0.23 0.71 -1.52  -0.048
C 1.40 1.33 -1.85  -0.331
C 1.56 2.05 -3.02  0.016
C 0.51 2.13 -3.91  0.037
C -0.69 1.51 -3.58  0.027
C 2.57 1.25 -0.85  -0.382
P 3.31 -0.47 -0.49  0.800
H -1.55 1.57 -4.25  0.143
H 2.54 2.49 -3.21  0.143
H 0.61 2.68 -4.84  0.144
H 3.46 1.74 -1.25  0.117
H 2.33 1.83 0.10  0.063
H -1.84 -1.08 -2.54  0.097
H -2.82 0.31 -2.92  0.112
H -1.78 -5.34 -4.22  0.000
O -1.89 -5.38 -5.15  -0.037
H -1.93 -4.46 -5.45  0.037
H -3.72 -1.49 -0.73  0.078
O -1.98 -1.52 0.01  -0.341
H -2.20 -1.70 0.94  0.052
C 3.73 -1.10 -2.14  -0.216
H 4.80 -0.92 -2.34  0.067
H 3.56 -2.18 -2.14  0.064
H 3.13 -0.64 -2.93  0.058
C 4.93 -0.08 0.24  -0.222
H 5.09 -0.76 1.08  0.062
H 5.72 -0.25 -0.51  0.067
H 4.98 0.96 0.59  0.071
C -2.53 1.04 0.57  -0.190
H -3.32 1.81 0.61  0.065
H -2.42 0.63 1.58  0.065
H -1.60 1.57 0.32  0.005
C -4.75 0.33 -0.88  -0.221
H -5.39 -0.21 -0.17  0.066
H -4.85 1.41 -0.71  0.041
H -5.08 0.10 -1.90  0.056
N 0.19 2.85 2.42  0.046
C 0.51 1.91 1.78  -0.395

---

Entry 3:
The following is a DFT calculation (ωB97M-V/def2-TZVPD) of a molecular structure, C12H23N5O6PdS.

Results
* relative energy (zero: lowest compared OMol25 entry of this formula, charge and spin): 48.4 kcal per mole
* gap between HOMO and LUMO (alpha / beta): 3.97 / 4.03 eV
* expectation value of S²: 2.053
* spin multiplicity: 3

Each line ends with the Löwdin charge.
Element x y z (Å)
O 2.22 -2.56 -0.95  0.017
H 3.03 -2.62 -1.48  0.153
Pd -0.21 -0.04 -0.32  1.013
N 1.10 0.69 -1.76  -0.261
N 1.63 0.50 0.69  -0.189
N -2.21 -0.72 -0.54  -0.223
N -1.03 -0.19 1.61  -0.150
O 0.64 1.00 -2.88  -0.147
O -2.70 -0.94 -1.71  -0.201
O -0.55 0.44 2.65  -0.102
O 1.77 0.75 1.95  -0.197
C 2.71 0.79 -0.08  -0.304
C 2.43 0.84 -1.46  -0.312
C -2.92 -1.05 0.56  -0.292
C -2.25 -0.75 1.77  -0.276
C 3.42 1.22 -2.50  -0.053
H 4.11 0.39 -2.74  0.074
H 4.04 2.07 -2.17  0.074
H 2.88 1.50 -3.41  0.069
C 3.96 1.26 0.59  -0.039
H 4.35 0.52 1.30  0.078
H 3.79 2.20 1.15  0.091
H 4.75 1.46 -0.15  0.066
C -4.33 -1.51 0.45  -0.037
C -2.96 -0.79 3.09  -0.028
H -4.51 -1.92 -0.56  0.073
H -5.03 -0.68 0.62  0.093
H -4.55 -2.28 1.19  0.073
H -2.29 -0.52 3.91  0.074
H -3.39 -1.79 3.28  0.083
H -3.81 -0.08 3.08  0.098
H -1.11 -1.41 -2.15  0.080
H 0.51 0.58 2.37  0.008
C 1.93 -3.33 0.64  0.263
H 2.47 -2.68 1.32  0.093
H 2.16 -4.39 0.58  0.090
H 0.87 -3.05 0.53  0.078
O -0.18 -1.59 -1.74  -0.192
H 1.44 -2.13 -1.44  0.101
H -0.32 -2.41 -1.25  0.055
S -1.51 4.21 0.46  1.000
C -2.23 3.62 -1.04  -0.350
C -1.75 2.35 -1.32  -0.208
N -0.87 1.90 -0.38  -0.153
C -0.61 2.74 0.61  -0.418
H -2.93 4.16 -1.65  0.061
H -2.02 1.73 -2.14  0.102
H 0.07 2.50 1.41  0.069

---

Entry 4:
The following is a DFT calculation (ωB97M-V/def2-TZVPD) of C12H23P in the gas phase.

Results
* relative energy (zero: lowest compared OMol25 entry of this formula, charge and spin): 57.8 kcal per mole
* gap between HOMO and LUMO: 10.13 eV
* SMILES string: C#CC[C@@](C)(P)[C@@](C)(CC)C(C)C
* spin multiplicity: 1

Each line ends with the Löwdin charge.
Element x y z (Å)
C -1.05 -0.07 -4.40  0.125
C -0.65 0.32 -3.33  -0.173
C 2.23 -0.43 1.97  -0.112
C 0.48 2.38 0.65  -0.071
C -0.76 1.13 2.44  -0.071
C -0.52 -1.44 1.41  -0.052
C -1.93 -0.73 -1.12  -0.069
C 0.14 0.46 -2.11  -0.216
C 1.60 -0.40 0.61  -0.282
C -0.43 1.09 0.93  -0.341
C 0.08 -0.28 0.43  -0.432
C -0.37 -0.65 -1.05  -0.532
P 0.60 -2.30 -1.60  0.943
H -1.63 -0.08 -5.26  0.009
H 2.33 -1.54 2.41  0.126
H 1.74 0.20 2.85  0.097
H 3.18 -0.06 1.82  0.031
H 1.38 2.39 1.28  0.068
H 0.90 2.45 -0.41  0.074
H 0.00 3.35 0.94  0.083
H -1.10 2.12 2.74  0.076
H 0.09 0.94 3.12  0.064
H -1.60 0.39 2.46  0.087
H -1.54 -1.37 1.54  0.027
H -0.27 -1.25 2.49  0.090
H -0.38 -2.38 0.90  0.054
H -2.35 -0.63 -2.06  0.036
H -2.29 -1.73 -0.62  0.122
H -2.30 0.02 -0.55  0.031
H 1.21 0.52 -2.17  0.094
H -0.20 1.50 -1.73  0.120
H 1.83 -1.41 0.24  0.038
H 2.15 0.18 -0.19  0.127
H -1.22 1.34 0.30  0.085
H 1.13 -1.54 -2.55  -0.131
H -0.49 -2.50 -2.36  -0.126

---

Entry 5:
The following is a DFT calculation (ωB97M-V/def2-TZVPD) of 7 unconnected molecules or ions with the total composition C12H24BCl12F4.

Results
* relative energy (zero: lowest compared OMol25 entry of this formula, charge and spin): 0.0 kcal per mole
* gap between HOMO and LUMO: 10.24 eV
* net charge: -1
* spin multiplicity: 1

Each line ends with the Löwdin charge.
Element x y z (Å)
B -14.93 21.45 -12.67  -1.244
F -13.72 21.92 -13.21  0.088
F -14.64 20.48 -11.66  0.065
F -15.59 22.55 -12.07  0.071
F -15.74 20.85 -13.65  0.076
Cl -16.17 24.29 -16.04  0.593
C -15.17 22.84 -16.25  -0.631
C -13.71 23.17 -16.00  -0.692
Cl -12.70 21.73 -16.15  0.597
H -15.26 22.51 -17.29  0.065
H -15.50 22.06 -15.57  0.053
H -13.59 23.66 -15.03  0.047
H -13.35 23.92 -16.70  0.067
Cl -18.41 18.61 -12.83  0.552
C -19.22 20.18 -12.57  -0.661
C -18.59 21.29 -13.40  -0.642
Cl -19.05 22.86 -12.74  0.606
H -19.14 20.38 -11.50  0.037
H -20.28 20.04 -12.78  0.063
H -18.89 21.20 -14.44  0.079
H -17.51 21.19 -13.30  0.027
Cl -11.15 24.27 -11.48  0.540
C -12.50 23.77 -10.47  -0.698
C -12.31 22.37 -9.94  -0.669
Cl -10.97 22.25 -8.74  0.503
H -13.41 23.75 -11.08  0.035
H -12.63 24.52 -9.69  0.065
H -12.14 21.65 -10.74  0.037
H -13.23 22.07 -9.43  0.056
Cl -13.74 26.64 -12.27  0.574
C -15.00 25.96 -13.29  -0.680
C -16.00 25.17 -12.46  -0.699
Cl -17.07 26.27 -11.59  0.547
H -14.52 25.25 -13.96  0.024
H -15.57 26.72 -13.82  0.063
H -15.47 24.55 -11.74  0.016
H -16.64 24.57 -13.11  0.021
Cl -12.30 18.84 -10.16  0.585
C -13.72 18.07 -9.43  -0.649
C -14.34 18.84 -8.29  -0.656
Cl -13.37 18.78 -6.78  0.513
H -13.36 17.11 -9.05  0.057
H -14.48 18.01 -10.20  0.072
H -15.27 18.34 -8.01  0.064
H -14.64 19.86 -8.46  0.039
Cl -15.91 23.96 -8.86  0.586
C -17.43 23.21 -9.31  -0.662
C -17.38 21.70 -9.09  -0.670
Cl -17.09 21.33 -7.40  0.565
H -17.44 23.41 -10.38  0.007
H -18.24 23.71 -8.79  0.074
H -16.64 21.22 -9.72  0.063
H -18.33 21.24 -9.38  0.061

---

Entry 6:
The following is a DFT calculation (ωB97M-V/def2-TZVPD) of 6 unconnected molecules or ions with the total composition C12H24Br12.

Results
* relative energy (zero: lowest compared OMol25 entry of this formula, charge and spin): 10.7 kcal per mole
* gap between HOMO and LUMO: 10.24 eV
* SMILES string: BrCCBr.BrCCBr.BrCCBr.BrCCBr.BrCCBr.BrCCBr
* spin multiplicity: 1

Each line ends with the Löwdin charge.
Element x y z (Å)
Br -1.66 2.01 3.44  0.613
C -3.24 3.18 3.49  -0.688
C -3.46 3.77 2.12  -0.693
Br -4.87 5.13 2.30  0.605
H -3.05 3.93 4.24  0.045
H -4.06 2.53 3.79  0.053
H -3.82 3.04 1.42  0.005
H -2.60 4.34 1.78  0.047
Br 0.78 6.85 -5.66  0.639
C -0.17 5.96 -4.25  -0.749
C 0.37 4.57 -3.98  -0.705
Br -0.82 3.66 -2.77  0.708
H -1.23 5.94 -4.48  0.046
H -0.08 6.59 -3.37  0.053
H 1.33 4.62 -3.48  0.055
H 0.49 4.02 -4.90  0.054
Br 2.00 -2.57 2.64  0.625
C 1.39 -4.28 1.95  -0.707
C 1.87 -4.40 0.56  -0.742
Br 1.29 -6.12 -0.11  0.644
H 0.32 -4.34 2.09  0.054
H 1.86 -5.02 2.59  0.053
H 2.95 -4.34 0.53  -0.010
H 1.50 -3.61 -0.09  0.053
Br -2.33 -2.32 -1.89  0.677
C -4.01 -3.13 -1.42  -0.737
C -3.81 -4.30 -0.53  -0.739
Br -5.49 -5.20 -0.26  0.652
H -4.56 -3.47 -2.30  0.054
H -4.64 -2.37 -0.98  0.059
H -3.44 -4.06 0.47  0.055
H -3.09 -4.99 -0.96  0.051
Br 5.66 -3.34 0.31  0.681
C 6.16 -1.82 1.37  -0.741
C 5.64 -0.55 0.75  -0.716
Br 5.93 0.89 2.03  0.636
H 7.23 -1.71 1.50  0.061
H 5.73 -1.96 2.36  0.041
H 4.57 -0.60 0.61  -0.027
H 6.16 -0.34 -0.18  0.062
Br -2.55 1.08 -0.48  0.616
C -0.63 1.05 -0.49  -0.761
C -0.05 -0.14 0.26  -0.729
Br 1.85 0.04 0.32  0.669
H -0.39 1.93 0.10  0.030
H -0.24 1.14 -1.49  0.008
H -0.34 -1.07 -0.21  -0.002
H -0.46 -0.22 1.27  0.041